[1]
Computed, not measured: a structure of composition C24H23AlClN2OP at a distorted geometry, with ωB97M-V/def2-TZVPD.

CARTESIAN COORDINATES (ANGSTROEM)
Al: -0.4678 0.6969 1.8173
Cl: -0.5452 2.2297 3.2227
P: -0.3853 0.9304 -0.4259
C: -1.7491 0.0601 -1.2706
C: -1.5378 -0.6888 -2.4379
C: -2.6339 -1.2340 -3.1121
C: -3.9315 -1.0850 -2.6017
C: -4.1305 -0.3793 -1.4081
C: -3.0486 0.1913 -0.7387
C: -0.6009 2.7193 -0.7930
C: 0.2596 3.6281 -0.1505
C: 0.0744 4.9986 -0.3253
C: -0.9455 5.4744 -1.1545
C: -1.7837 4.5646 -1.8094
C: -1.6143 3.1877 -1.6410
C: 1.1917 0.5253 -1.2556
C: 2.2708 -0.0099 -0.5290
C: 3.4933 -0.2186 -1.1699
C: 3.6421 0.0725 -2.5315
C: 2.5600 0.5987 -3.2524
C: 1.3391 0.8381 -2.6163
H: 1.0480 3.2540 0.5118
H: 0.7286 5.6979 0.1981
H: -1.0946 6.5472 -1.2832
H: -2.5862 4.9270 -2.4506
H: -2.2697 2.4757 -2.1496
H: -0.5276 -0.8239 -2.8254
H: -2.4739 -1.7802 -4.0428
H: -4.7832 -1.5184 -3.1339
H: -5.1384 -0.2626 -1.0003
H: -3.2040 0.7481 0.1926
H: 2.1478 -0.2627 0.5305
H: 4.3388 -0.6146 -0.6007
H: 4.5974 -0.1050 -3.0323
H: 2.6635 0.8270 -4.3139
H: 0.4980 1.2533 -3.1792
H: -0.5041 -5.5126 -4.2623
H: 0.2453 -5.4791 -4.2294
N: 2.6536 -3.2119 5.7913
C: 2.5152 -2.1223 4.9798
O: 3.2832 -1.1649 5.0050
C: 1.3527 -2.1972 4.0351
C: 0.4860 -3.2973 3.8528
C: -0.5878 -3.1756 2.9681
C: -0.8192 -1.9876 2.2959
N: 0.0223 -0.9286 2.5057
C: 1.1266 -1.0303 3.3228
H: 3.3711 -3.1985 6.4969
H: 1.9473 -3.9222 5.8470
H: 0.6529 -4.2399 4.3789
H: -1.2678 -4.0091 2.7863
H: -1.6352 -1.8382 1.5969
H: 1.7562 -0.1475 3.3915

Atoms 1-6, force components in eV/Å:
Al 0.320 1.353 1.285
Cl -0.085 -0.575 -0.588
P -0.008 0.998 -3.276
C -0.215 -0.344 0.392
C -0.102 0.181 0.080
C -0.196 0.000 0.169

Output
Molecular weight in g mol⁻¹: 448.870
Kohn-Sham gap in eV: 7.29
Charge: +2

[2]
Computed, not measured: a structure of composition C36H65BaN2O7P2S2Si at a distorted geometry, with ωB97M-V/def2-TZVPD.

CARTESIAN COORDINATES (ANGSTROEM)
Ba: 0.5196 0.0850 0.9405
C: -2.8488 7.7565 1.1093
C: -2.5478 6.3675 1.5890
C: -1.6260 5.5668 0.9182
C: -1.3290 4.2866 1.3595
C: -1.9594 3.7876 2.4885
C: -2.8682 4.5707 3.1710
C: -3.1625 5.8482 2.7210
S: -1.6418 2.1203 3.0692
O: -2.4822 1.2091 2.3132
O: -1.8261 2.1926 4.5040
N: -0.1738 1.7484 2.6079
C: 0.9845 2.3235 3.0851
C: 1.0575 3.4740 3.8822
C: 2.3077 3.9586 4.2097
C: 3.4475 3.3110 3.7471
C: 3.2724 2.1738 2.9771
N: 2.0883 1.6765 2.6655
H: -3.0317 7.7668 0.0344
H: -2.0113 8.4292 1.3028
H: -3.7263 8.1678 1.6067
H: -1.1251 5.9382 0.0324
H: -0.6003 3.7052 0.8083
H: -3.3464 4.1891 4.0629
H: -3.8826 6.4533 3.2600
H: 0.1636 3.9628 4.2352
H: 2.3927 4.8471 4.8233
H: 4.4395 3.6724 3.9766
H: 4.1267 1.6256 2.5889
C: -1.2779 1.4067 -3.1230
C: -2.1385 0.7037 -2.0785
C: -3.3880 0.1195 -2.7313
C: -2.5305 1.6805 -0.9754
O: -1.3585 -0.3195 -1.4283
Si: -0.9553 -1.8292 -2.0206
S: 0.5323 -2.6238 -0.9125
O: -0.6074 -1.5477 -3.6156
C: -0.5077 -2.4717 -4.6998
C: 0.0209 -3.8276 -4.2477
C: 0.4658 -1.8334 -5.6888
C: -1.8923 -2.6220 -5.3316
O: -2.3605 -2.7292 -2.1246
C: -3.0238 -3.4962 -1.1249
C: -3.0333 -2.7790 0.2174
C: -4.4604 -3.6697 -1.6277
C: -2.3334 -4.8530 -1.0106
H: -1.8296 2.2512 -3.5444
H: -1.0097 0.7220 -3.9222
H: -0.3750 1.7962 -2.6585
H: -3.9735 0.9312 -3.1702
H: -4.0101 -0.3948 -2.0015
H: -3.1319 -0.5872 -3.5165
H: -3.1677 2.4765 -1.3666
H: -1.6383 2.1492 -0.5661
H: -3.0615 1.1722 -0.1718
H: 0.9720 -3.7184 -3.7315
H: 0.1577 -4.4765 -5.1163
H: -0.6752 -4.3114 -3.5667
H: 1.4424 -1.7104 -5.2228
H: 0.1026 -0.8481 -5.9819
H: 0.5774 -2.4454 -6.5846
H: -2.5989 -2.9843 -4.5885
H: -1.8665 -3.3215 -6.1698
H: -2.2399 -1.6559 -5.6999
H: -3.5198 -1.8075 0.1324
H: -2.0257 -2.6147 0.5861
H: -3.5748 -3.3691 0.9597
H: -4.9461 -2.7003 -1.7253
H: -5.0443 -4.2808 -0.9383
H: -4.4591 -4.1535 -2.6052
H: -1.2818 -4.7217 -0.7578
H: -2.3999 -5.3859 -1.9601
H: -2.8115 -5.4634 -0.2420
C: 4.2208 -2.0291 3.3817
P: 3.2529 -1.9881 1.8190
C: 3.3129 -3.7465 1.3116
C: 4.5537 -1.2951 0.7060
C: 4.1258 -1.1857 -0.7513
P: 3.1542 0.4434 -0.9843
C: 4.6574 1.5148 -0.9374
C: 2.8253 0.0618 -2.7459
H: 5.1846 -2.5314 3.2637
H: 3.6639 -2.5327 4.1719
H: 4.4034 -1.0065 3.7128
H: 4.3404 -4.0945 1.1755
H: 2.7678 -3.8715 0.3770
H: 2.8325 -4.3769 2.0619
H: 5.4697 -1.8865 0.8486
H: 4.7721 -0.2957 1.1096
H: 3.4358 -1.9944 -1.0096
H: 4.9929 -1.2813 -1.4161
H: 5.5620 0.9239 -0.7823
H: 4.5733 2.2585 -0.1455
H: 4.7656 2.0619 -1.8744
H: 3.7670 -0.0581 -3.2915
H: 2.2380 0.8364 -3.2359
H: 2.2730 -0.8777 -2.7983
C: -0.2884 -2.4191 4.8162
C: 0.3166 -3.5154 3.9146
C: -0.3371 -3.2648 2.5564
O: -0.7472 -1.9005 2.5849
C: -1.2742 -1.7103 3.8897
H: 0.4798 -1.7224 5.1504
H: -0.7808 -2.8219 5.7017
H: 0.1087 -4.5222 4.2789
H: 1.4000 -3.4064 3.8465
H: -1.2312 -3.8907 2.4180
H: 0.3086 -3.3997 1.6898
H: -2.2725 -2.1698 3.9298
H: -1.3747 -0.6399 4.0574
C: 2.0673 3.8344 -1.9751
C: 1.8659 2.5001 -1.2378
O: 0.7965 2.4320 -0.6080
H: 2.5130 3.6798 -2.9591
H: 2.7956 4.4146 -1.3983
H: 1.1350 4.4031 -2.0590

Atoms 1-6, force components in eV/Å:
Ba -0.034 -1.243 -1.819
C -0.029 0.107 -0.062
C 0.101 -0.128 -0.020
C -0.029 -0.034 0.056
C 0.117 0.072 -0.197
C 0.076 -0.343 -0.060

Output
Molecular weight in g mol⁻¹: 929.419
Kohn-Sham gap in eV: 5.42
Charge: -1
Relative energy (zero: lowest compared OMol25 entry of this formula, charge and spin) in kcal/mol: 22.8

[3]
Computed, not measured: a cluster of 21 separate species, C15H62ClFNO26 in total at a distorted geometry, with ωB97M-V/def2-TZVPD.

CARTESIAN COORDINATES (ANGSTROEM)
C: 2.6634 1.4364 2.1198
C: 2.8627 0.1861 1.0615
O: 3.6964 0.3563 0.0253
O: 2.0968 -1.0896 1.2450
C: 0.7425 -0.8790 0.6943
C: -0.3089 -2.0268 1.2096
C: -1.8511 -1.5102 1.4254
C: -2.2923 -0.6515 0.0831
C: -3.9079 -0.4310 -0.0801
C: -4.5246 0.8781 0.6748
N: -4.0168 2.2155 0.2307
C: -2.7909 2.6952 0.9524
C: -3.4347 3.5064 2.4044
C: -2.2319 4.3448 3.3343
O: -2.9458 2.9297 3.7725
C: -4.0075 2.4367 -1.2490
F: -5.1889 1.8026 -1.9447
C: -2.6457 2.0222 -2.0489
C: -2.6689 2.6923 -3.5818
O: -3.7092 2.6195 -4.4162
Cl: -1.1353 3.5710 -4.2360
C: -4.2285 4.0788 -1.4788
O: -5.4973 4.4934 -1.6553
O: -3.1391 5.0690 -1.4619
H: 2.3252 1.0106 3.1699
H: 1.9112 2.2588 1.7289
H: 3.7396 1.9168 2.2693
H: 0.8426 -0.8292 -0.4937
H: 0.2863 0.1821 0.9956
H: 0.1542 -2.5272 2.1653
H: -0.3382 -2.8683 0.3702
H: -2.0268 -0.9441 2.4356
H: -2.5525 -2.4725 1.4519
H: -1.6539 0.3501 -0.0367
H: -1.9560 -1.3254 -0.8435
H: -4.2578 -0.4690 -1.2180
H: -4.4217 -1.3857 0.4205
H: -4.3397 0.8070 1.8495
H: -5.7125 0.8908 0.5617
H: -2.1765 1.8445 1.4706
H: -2.1452 3.4958 0.3955
H: -4.5722 4.0288 2.3200
H: -2.5694 4.8707 4.3292
H: -1.1257 3.9751 3.1542
H: -2.5316 0.8508 -2.2504
H: -1.6414 2.3791 -1.5677
O: 5.1597 -2.3137 0.4226
H: 5.9116 -1.9758 -0.0867
H: 4.4911 -1.6169 0.3430
O: 5.4809 0.3144 2.3310
H: 5.8536 -0.5145 2.6673
H: 6.0280 0.5202 1.5581
O: 0.3708 3.9123 1.4939
H: 0.8433 4.5097 0.8949
H: 0.8484 3.9962 2.3329
O: 8.1183 2.0102 3.0456
H: 8.2894 2.7009 2.3879
H: 7.2547 1.6526 2.7901
O: -6.4564 -2.4020 1.0416
H: -6.6830 -2.5092 1.9776
H: -7.2981 -2.5355 0.5803
O: 6.8328 1.6540 -0.0420
H: 7.0039 2.3447 -0.6997
H: 5.9692 1.2964 -0.2975
O: 6.8852 -0.2715 4.5799
H: 7.3577 0.3259 3.9808
H: 7.3629 -0.1875 5.4188
O: -4.2378 4.4473 -6.8911
H: -4.9126 5.0316 -6.5139
H: -4.3438 3.6193 -6.3990
O: -5.0754 -2.4292 -2.4919
H: -5.7304 -2.2034 -1.8144
H: -5.3884 -1.9663 -3.2835
O: 1.7954 1.9820 -1.3981
H: 2.1680 1.1532 -1.0618
H: 2.3424 2.1878 -2.1710
O: -2.9420 -4.8165 2.0205
H: -3.1686 -4.9237 2.9565
H: -3.7836 -4.9500 1.5592
O: 0.3703 6.5716 -4.4454
H: -0.0579 7.4153 -4.2359
H: -0.3065 6.0812 -4.9357
O: 1.7086 -1.8371 -2.2820
H: 2.2229 -2.1241 -3.0514
H: 2.3743 -1.4780 -1.6762
O: -7.7682 -1.9484 -2.8043
H: -7.7514 -2.1773 -3.7457
H: -7.8746 -0.9853 -2.7995
O: 0.9189 -4.9089 0.7956
H: 1.2915 -5.7377 1.1320
H: 1.4659 -4.7031 0.0227
O: 6.1152 -5.4244 -0.7243
H: 6.1610 -5.1761 -1.6599
H: 5.8001 -4.6207 -0.2841
O: 3.6189 -0.7586 4.1167
H: 3.9915 -1.5874 4.4531
H: 4.1659 -0.5528 3.3438
O: -7.2438 -2.7536 -5.6337
H: -7.0727 -2.0629 -6.2914
H: -8.1074 -3.1112 -5.8892
O: 8.2687 -3.6727 -0.3127
H: 8.2130 -4.6357 -0.4053
H: 8.9962 -3.5396 0.3134
O: 5.8824 -7.3844 2.1681
H: 5.9282 -7.1362 1.2326
H: 5.5673 -6.5808 2.6083

Atoms 1-6, force components in eV/Å:
C 0.513 -0.648 0.463
C 1.808 0.865 -2.999
O -4.540 -1.883 5.521
O 1.567 3.789 -0.899
C -2.154 1.154 -1.047
C 0.492 -0.697 -0.529

Output
Molecular weight in g mol⁻¹: 727.093
Kohn-Sham gap in eV: 5.91
Charge: -1

[4]
Computed, not measured: a structure of composition C21H26ClF5InO3S at a distorted geometry, with ωB97M-V/def2-TZVPD.

CARTESIAN COORDINATES (ANGSTROEM)
C: 3.4905 0.6529 2.5247
C: 3.0269 0.8452 1.0791
C: 1.5076 0.7551 0.9738
O: 1.0694 1.7201 0.0617
C: -0.3131 1.5009 -0.2712
In: -1.7440 2.3005 1.2818
S: -3.6747 3.2318 -0.0544
C: -0.8844 4.0530 2.3673
C: 0.0337 3.6762 3.4593
O: 0.3374 2.6281 3.8117
Cl: 0.7758 5.1054 4.3655
C: -2.6194 0.7232 2.6071
C: -1.7437 -0.4827 2.8589
O: -1.9894 -0.9955 4.1882
C: -1.9888 -1.6357 1.8846
F: -1.7491 -2.8011 2.4507
F: -3.1949 -1.7008 1.4081
F: -1.1528 -1.5756 0.8657
H: 2.9000 1.3184 3.1393
H: 4.5393 0.9064 2.6314
H: 3.3629 -0.3712 2.8643
H: 3.5067 0.1480 0.4036
H: 3.2951 1.8569 0.7984
H: 1.0679 0.9652 1.9559
H: 1.2284 -0.2426 0.6322
H: -0.5066 2.0818 -1.1684
H: -0.5184 0.4602 -0.5301
H: -4.0624 2.2381 -0.8421
H: -0.3245 4.6689 1.6735
H: -1.7003 4.6078 2.8151
H: -2.8207 1.1662 3.5735
H: -3.5790 0.4475 2.1892
H: -0.6887 -0.2256 2.7984
H: -1.1662 -0.8911 4.6785
F: 4.4591 -1.3769 -0.8847
C: 3.9779 -2.6218 -0.7027
C: 4.5310 -3.6662 -1.4164
C: 4.0347 -4.9476 -1.2249
C: 2.9918 -5.1653 -0.3348
C: 2.4462 -4.1006 0.3702
C: 2.9438 -2.8187 0.1914
H: 5.3379 -3.4735 -2.1114
H: 4.4624 -5.7772 -1.7727
H: 2.6036 -6.1655 -0.1913
H: 1.6297 -4.2667 1.0604
H: 2.5364 -1.9778 0.7361
F: -3.8479 0.7478 -2.2280
C: -3.4121 0.7579 -3.4968
C: -2.4277 -0.1336 -3.8743
C: -1.9811 -0.1237 -5.1872
C: -2.5142 0.7784 -6.0985
C: -3.4997 1.6702 -5.6970
C: -3.9579 1.6600 -4.3878
H: -2.0196 -0.8215 -3.1454
H: -1.2141 -0.8204 -5.4989
H: -2.1598 0.7866 -7.1215
H: -3.9123 2.3776 -6.4045
H: -4.7285 2.3426 -4.0549

Atoms 1-6, force components in eV/Å:
C 0.042 -0.105 -0.571
C -0.209 0.146 0.706
C 0.708 0.439 -0.121
O -0.244 -0.514 -0.478
C -0.447 0.786 0.395
In 0.014 -0.724 -0.441

Output
Molecular weight in g mol⁻¹: 603.764
Kohn-Sham gap in eV: 7.02
Charge: -1

| no. | highest occupied orbital energy (eV) |
| --- | --- |
| 1 | -14.843 |
| 2 | -3.178 |
| 3 | -4.678 |
| 4 | -4.537 |